(1)
{"formula": "C36H80Be2ClN5O8", "method": "ωB97M-V with the def2-TZVPD basis set", "species": ["O", "H", "C", "C", "C", "H", "C", "C", "C", "H", "O", "H", "C", "H", "C", "C", "C", "H", "H", "H", "C", "C", "C", "H", "H", "H", "H", "H", "H", "C", "H", "H", "H", "H", "H", "C", "H", "H", "C", "H", "H", "C", "H", "N", "C", "H", "C", "C", "H", "H", "H", "H", "N", "H", "H", "H", "H", "Be", "H", "H", "H", "C", "H", "H", "H", "C", "O", "C", "N", "H", "H", "Cl", "H", "C", "H", "H", "H", "H", "H", "H", "H", "H", "H", "H", "H", "H", "C", "C", "N", "C", "H", "H", "H", "C", "Be", "H", "H", "H", "O", "C", "C", "H", "H", "H", "C", "H", "H", "H", "C", "H", "H", "H", "H", "N", "H", "H", "H", "H", "H", "C", "H", "H", "H", "O", "H", "C", "O", "O", "O", "H", "C", "C"], "positions_angstrom": [[1.35, -6.43, 1.05], [4.73, -6.98, -0.25], [1.15, 6.22, -2.10], [1.61, 0.41, 4.64], [-3.79, -0.42, -6.95], [0.19, 2.40, 2.58], [0.60, 1.55, -1.60], [0.30, 5.37, -1.14], [0.45, 3.13, 3.35], [1.44, -1.20, 6.17], [-5.46, 0.59, -3.17], [2.94, 2.53, -0.60], [-6.54, -1.78, -4.50], [1.84, -3.93, -1.07], [2.28, -5.03, 3.55], [-6.70, 0.24, -5.85], [1.06, 5.32, 0.19], [-5.88, -2.49, -4.00], [1.33, 0.09, 2.57], [2.69, 2.53, -3.11], [3.99, -6.70, 2.58], [2.16, 0.44, 3.19], [-4.78, -1.41, -6.31], [-1.15, 2.70, 6.31], [5.05, -4.24, 3.11], [-4.18, -2.25, -5.96], [-2.60, -1.71, 3.62], [2.65, 0.53, 6.73], [-6.19, 0.80, -6.63], [1.96, 3.31, -2.89], [2.23, 6.06, -2.11], [5.73, -3.33, 0.83], [0.43, -1.45, 4.90], [3.40, -7.56, 2.26], [4.76, -6.75, 1.82], [-1.01, 3.18, 5.34], [-3.32, -0.34, 3.56], [-0.27, 1.48, -2.25], [3.17, -5.40, -0.19], [-1.55, 5.30, -0.16], [3.52, -6.86, -1.60], [-3.66, 0.88, -4.82], [4.60, -6.94, 3.45], [0.39, 1.13, 4.88], [2.23, 4.45, 0.29], [-7.24, -1.35, -3.79], [-5.71, -0.73, -5.24], [-2.55, 1.23, -3.82], [-7.43, -0.37, -6.38], [-3.57, 3.07, -5.14], [-0.94, 6.88, -0.12], [-2.95, 1.70, -2.92], [-4.77, -0.03, -4.26], [2.69, -4.93, 4.56], [3.15, -7.59, -0.08], [-2.03, -0.55, 4.58], [1.46, 3.33, -3.86], [-4.27, -0.58, -1.20], [-0.55, 0.78, 3.39], [1.58, -4.20, 3.55], [2.41, 4.31, -2.95], [5.26, -4.31, 0.93], [3.93, -3.35, -0.46], [4.93, -4.60, -1.13], [1.84, -7.26, 1.01], [1.13, 3.04, -1.62], [-0.83, 3.82, -2.78], [3.70, -6.77, -0.53], [-0.03, 3.99, -1.56], [2.19, -1.62, 4.62], [-2.53, -0.88, -5.28], [-1.32, -1.37, 0.44], [0.16, 1.19, -0.68], [1.41, 3.08, 5.85], [-1.80, 1.92, -4.20], [4.04, -3.23, 2.27], [1.32, 0.74, -1.76], [1.37, -5.64, -1.36], [-3.28, -1.00, -7.72], [-1.68, 3.96, -2.36], [-7.27, 0.88, -5.17], [-3.58, -1.32, 4.87], [-0.85, 4.18, 5.75], [1.40, 6.29, 0.54], [3.05, 5.06, -0.09], [3.41, 3.09, 5.00], [4.41, -4.26, 2.23], [3.23, -5.39, 2.30], [-2.88, -0.96, 4.23], [-1.03, 6.02, -0.78], [2.70, -4.99, -2.25], [0.42, 4.89, 0.96], [-1.51, 6.32, -1.72], [1.41, -1.03, 5.09], [-1.02, -5.18, 0.43], [-5.35, -1.90, -7.11], [-1.76, 2.94, 4.58], [2.53, 4.38, 1.34], [-2.56, -1.79, 1.05], [4.29, -4.37, -0.28], [-2.85, -0.01, -5.86], [3.30, 2.76, 6.74], [0.92, 6.09, -3.15], [-0.15, 4.03, 3.25], [2.02, 3.05, -0.33], [-1.88, 0.49, -3.41], [1.19, 7.28, -1.86], [1.52, 3.32, 3.25], [-4.21, 2.21, -5.32], [-7.15, -2.34, -5.21], [1.01, 3.12, 6.86], [6.13, -4.96, 1.00], [3.63, 0.55, 5.28], [2.45, -5.53, 1.06], [-5.03, 2.57, -4.70], [1.45, 4.17, 5.81], [3.04, -0.11, 2.89], [1.68, -5.94, 3.54], [-4.54, 2.18, -6.36], [2.85, 2.56, 5.77], [-2.03, 0.54, -6.31], [1.64, 2.38, 0.45], [-6.15, 1.14, -3.56], [-1.58, -0.80, -0.82], [-4.13, 0.43, -7.53], [2.20, -4.94, -1.28], [-0.46, -2.55, 0.24], [-0.77, 0.63, 4.31], [-0.89, -0.29, 1.29], [2.39, 1.38, 2.70], [0.34, 2.60, 4.82], [2.74, 0.97, 5.74]], "total_charge": 4, "e_homo_ev": -16.482, "homo_lumo_gap_ev": 1.82}

---

(2)
{"formula": "C6H6O2", "method": "ωB97M-V with the def2-TZVPD basis set", "species": ["O", "H", "H", "C", "O", "C", "C", "C", "C", "H", "C", "H", "H", "H"], "positions_angstrom": [[1.19, -2.05, 1.78], [2.09, -0.19, 0.94], [1.12, 2.29, -0.59], [0.50, -1.38, 1.01], [-0.40, 2.07, -2.26], [-1.02, -1.25, 0.80], [0.09, 0.61, -0.30], [-1.28, -0.34, -0.17], [-0.03, 1.93, -0.86], [-2.22, -0.35, -0.69], [0.96, -0.06, 0.45], [-0.07, 0.67, -2.27], [-0.90, 2.51, -0.41], [-1.52, -2.20, 1.25]], "total_charge": 0, "e_homo_ev": -9.851, "relative_energy_ev": 6.470, "homo_lumo_gap_ev": 8.22}

---

(3)
{"formula": "C2H6N4O2", "method": "ωB97M-V with the def2-TZVPD basis set", "species": ["H", "C", "C", "N", "H", "H", "H", "H", "N", "N", "O", "O", "H", "N"], "positions_angstrom": [[-1.32, 2.09, -0.55], [-1.02, 0.15, -0.15], [0.00, -0.98, 0.15], [-2.24, -0.09, -0.41], [-2.47, -1.04, -0.09], [3.10, 0.03, -0.26], [1.77, -1.79, 0.09], [1.91, 0.35, -1.40], [-0.49, 1.48, -0.35], [2.08, 0.22, -0.41], [0.14, 1.90, 0.82], [-0.49, -2.09, 0.41], [1.05, 1.68, 0.58], [1.35, -0.86, -0.01]], "smiles": "[H]/N=C(/NO)C(=O)NN", "total_charge": 0, "e_homo_ev": -9.507, "relative_energy_ev": 2.792, "homo_lumo_gap_ev": 10.00}

---

(4)
{"formula": "C5H7NO", "method": "ωB97M-V with the def2-TZVPD basis set", "species": ["H", "C", "H", "H", "N", "H", "C", "O", "H", "H", "C", "H", "C", "C"], "positions_angstrom": [[-0.46, 1.65, -1.85], [0.50, -0.24, 1.55], [0.92, -1.24, 1.60], [-1.77, -0.79, 0.97], [-0.61, 0.83, 0.11], [-1.37, 0.09, -1.82], [0.85, 0.62, 0.30], [0.49, -1.40, -0.79], [-0.06, -1.79, -1.48], [0.70, 0.30, 2.48], [0.76, -0.06, -1.10], [1.48, 1.51, 0.40], [-0.91, -0.13, 1.01], [-0.54, 0.66, -1.39]], "total_charge": 0, "e_homo_ev": [-6.538, -7.237], "relative_energy_ev": 5.700, "homo_lumo_gap_ev": [7.22, 8.17]}

---

(5)
{"formula": "C3H6N2S", "method": "ωB97M-V with the def2-TZVPD basis set", "species": ["N", "S", "C", "H", "H", "N", "H", "C", "H", "H", "C", "H"], "positions_angstrom": [[1.30, -1.10, 0.22], [-1.19, -0.07, -0.51], [0.37, 1.15, -0.22], [0.54, 1.84, -1.15], [0.38, 1.93, 0.55], [-2.00, -0.16, 0.81], [-2.67, 0.62, 0.74], [1.51, 0.16, 0.20], [2.42, 0.67, 0.67], [-0.53, -2.24, 0.40], [-0.03, -1.49, -0.28], [0.33, -2.01, -1.26]], "total_charge": 0, "e_homo_ev": -8.374, "relative_energy_ev": 3.538, "homo_lumo_gap_ev": 9.10}

---

(6)
{"formula": "C3H4N2OS", "method": "ωB97M-V with the def2-TZVPD basis set", "species": ["C", "N", "S", "N", "H", "C", "H", "H", "O", "C", "H"], "positions_angstrom": [[0.98, -1.32, -0.17], [-0.86, -0.25, 0.30], [-2.45, -0.29, -0.24], [-0.25, 1.97, -0.06], [-2.99, 0.07, 0.95], [1.36, -0.03, -0.11], [1.51, -2.26, -0.34], [2.37, 0.30, -0.02], [-0.32, -1.51, 0.05], [0.12, 0.76, -0.04], [0.54, 2.55, -0.32]], "smiles": "[H]/N=c1\\ccon1S", "total_charge": 0, "e_homo_ev": -8.617, "relative_energy_ev": 3.326, "homo_lumo_gap_ev": 9.45}

---

(7)
{"formula": "C45H88Cl34NO4", "method": "ωB97M-V with the def2-TZVPD basis set", "species": ["H", "Cl", "C", "Cl", "Cl", "H", "H", "H", "O", "H", "H", "C", "Cl", "Cl", "H", "C", "C", "H", "H", "H", "Cl", "H", "H", "H", "H", "Cl", "H", "H", "H", "Cl", "Cl", "H", "H", "H", "C", "H", "H", "Cl", "H", "H", "C", "H", "C", "Cl", "C", "H", "Cl", "C", "C", "H", "H", "Cl", "H", "N", "H", "C", "C", "H", "H", "H", "H", "Cl", "H", "C", "C", "Cl", "C", "Cl", "C", "H", "C", "Cl", "Cl", "Cl", "Cl", "H", "O", "H", "C", "C", "H", "H", "H", "H", "H", "O", "C", "C", "H", "H", "H", "Cl", "C", "H", "H", "Cl", "Cl", "Cl", "Cl", "H", "H", "H", "C", "C", "H", "H", "H", "H", "H", "H", "C", "C", "C", "C", "C", "Cl", "H", "H", "H", "H", "H", "C", "H", "Cl", "C", "H", "H", "H", "H", "H", "C", "H", "H", "H", "C", "C", "H", "C", "H", "Cl", "C", "H", "H", "H", "C", "H", "H", "H", "H", "H", "H", "C", "C", "Cl", "H", "Cl", "H", "Cl", "O", "C", "Cl", "H", "C", "C", "H", "C", "C", "Cl", "H", "Cl", "C", "H"], "positions_angstrom": [[1.90, 11.12, -0.22], [-7.90, -0.96, 2.82], [4.70, 6.10, 2.10], [9.18, -9.42, -0.29], [6.17, -6.36, -1.32], [2.30, -2.37, -2.40], [-10.18, -0.92, 3.39], [-8.49, -1.41, -1.13], [-4.82, -4.79, -3.02], [4.83, -8.06, 4.94], [-2.46, 3.93, 1.06], [4.61, -2.48, 0.75], [9.56, 9.35, -0.47], [3.72, 4.84, 2.85], [7.69, -8.42, -1.82], [-4.10, 1.99, -0.02], [3.84, -3.49, -1.52], [-3.61, -0.01, 0.16], [3.05, 2.92, -0.51], [2.47, -2.60, 1.15], [-3.64, -4.17, -6.76], [-4.22, -5.72, -5.09], [2.59, -1.84, -0.79], [6.91, -9.68, -0.85], [9.45, 10.11, 1.75], [6.10, 9.23, -0.09], [-1.62, -1.92, -2.12], [11.13, 10.96, 5.60], [-8.12, 0.25, 0.67], [-2.47, -2.94, 2.23], [5.80, 6.42, -3.61], [4.94, -1.10, -1.82], [-0.18, 1.45, -0.29], [-2.12, 1.29, -0.33], [-0.44, -8.11, -4.52], [3.50, -3.27, 2.35], [-4.35, 2.16, 1.02], [5.07, -8.25, 0.62], [0.97, 3.53, -1.93], [-6.15, -1.42, -1.46], [2.93, 0.84, -1.12], [-4.10, -2.56, -3.98], [-6.72, 0.82, -0.85], [-1.87, -7.65, -3.59], [-5.94, -1.31, -0.40], [-2.62, -5.79, 8.33], [3.00, -6.60, 4.72], [-2.61, 2.24, -0.29], [3.08, -2.18, -1.68], [0.17, -8.76, -3.90], [-1.61, 2.48, 1.60], [1.63, 6.63, 4.48], [5.55, -4.06, -0.33], [-5.74, 0.09, -0.07], [-6.53, -5.21, -0.83], [-6.42, -4.13, -0.86], [-5.15, -2.65, -3.81], [5.46, -2.63, 1.39], [6.17, 7.75, -1.94], [-3.92, -2.05, -0.63], [9.89, 9.98, 4.78], [3.24, 11.95, 1.53], [-4.28, -4.26, -0.61], [-3.67, -5.69, 8.09], [-4.81, -2.24, -0.07], [-1.95, -2.18, 6.89], [6.20, 8.84, -1.80], [3.47, 8.87, 4.06], [6.16, -6.87, 0.37], [-4.64, 2.64, -0.69], [-1.26, -1.94, 3.01], [5.64, -6.41, 3.47], [8.74, 7.88, 1.92], [-0.92, -3.66, -3.55], [3.97, 4.09, -3.80], [-10.05, 0.52, -2.80], [-6.57, -3.72, -2.23], [3.46, 6.39, -3.89], [-8.93, -0.43, -1.20], [-5.47, -3.84, -2.98], [-6.57, 1.89, -0.79], [3.14, 2.63, -2.21], [-2.49, -5.75, -5.46], [-6.65, 0.58, -1.90], [7.16, -7.16, 0.65], [-3.35, -0.53, -2.19], [2.08, 10.82, 0.81], [-1.27, -2.94, -1.97], [-2.52, 2.70, -1.26], [-5.19, -4.14, 0.82], [-4.54, -2.05, 0.97], [-4.39, -7.31, 8.00], [-8.14, 0.57, -0.36], [-0.75, -8.64, -5.41], [-2.05, -3.53, -1.50], [4.84, 9.54, -2.70], [-1.05, -0.41, 2.15], [12.07, 9.28, 4.24], [0.51, -6.70, -4.99], [10.78, 8.97, 1.51], [-5.53, -1.73, -3.40], [1.15, 10.86, 1.37], [9.74, 9.18, 1.28], [3.98, -1.13, -2.32], [5.74, 5.92, 2.32], [4.21, -1.47, -3.32], [-1.58, -1.72, 4.02], [-8.68, 1.50, -0.37], [-0.18, -0.68, 7.26], [-9.96, -1.99, -3.03], [0.34, 2.39, -0.22], [-9.14, -0.03, -2.64], [-4.00, 0.41, -1.86], [4.40, -7.50, 4.12], [10.84, 10.48, 4.67], [-3.73, -7.09, -6.95], [-5.67, -2.80, -4.75], [-6.81, -1.70, 0.09], [3.17, -4.31, -1.70], [-8.32, 0.53, -3.07], [4.08, -8.16, 3.33], [-9.24, -1.31, -3.46], [3.74, 0.68, -0.42], [-9.70, 1.35, 2.99], [4.28, 5.77, -4.25], [-4.18, -5.13, 8.87], [-0.32, -2.47, 3.02], [5.82, -6.04, 0.98], [2.06, 0.29, -0.79], [3.96, -4.47, 0.39], [1.16, 2.55, -1.53], [1.12, 8.86, 3.92], [4.58, -3.53, -2.29], [-9.52, -1.12, -4.49], [3.40, -2.44, 1.67], [-4.37, 0.53, -0.36], [1.88, 7.98, 2.57], [-0.58, 3.55, 0.09], [1.06, 2.31, 0.58], [0.14, -2.93, -0.89], [-3.48, -5.69, -5.88], [-7.22, -3.76, -0.26], [2.57, 0.26, -3.18], [4.33, 5.82, -5.33], [-1.22, -0.57, 7.02], [7.12, 9.24, -2.19], [-1.73, -0.02, 7.80], [-9.15, -0.22, 4.66], [4.40, 7.06, 2.52], [4.13, 0.88, -2.85], [-9.91, -0.53, -0.76], [2.63, 2.32, -1.30], [-9.33, -0.27, 3.59], [-1.36, 0.33, 5.50], [-8.30, -1.83, -3.48], [2.68, 9.16, 0.82], [4.78, -1.56, 0.22], [4.47, 6.18, 0.35], [-4.35, 1.27, -2.63], [7.80, -9.41, -1.40], [10.68, 11.73, 3.42], [3.37, -1.57, 2.30], [-5.13, -3.76, -0.19], [4.52, -3.71, -0.15], [-0.84, 4.14, -0.77], [-1.89, 3.07, 0.75], [3.36, 0.23, -2.45], [-3.83, -4.82, 6.57], [0.84, 1.78, -2.21], [8.02, -10.57, -2.72], [1.90, 8.16, 3.64], [-0.07, 4.20, 0.81]], "total_charge": -1, "e_homo_ev": -4.377, "homo_lumo_gap_ev": 5.63}

---

(8)
{"formula": "C6H18N3O", "method": "ωB97M-V with the def2-TZVPD basis set", "species": ["H", "H", "H", "N", "H", "H", "C", "C", "H", "H", "H", "H", "H", "H", "H", "H", "N", "C", "H", "C", "H", "H", "H", "C", "C", "N", "H", "O"], "positions_angstrom": [[1.18, 0.45, -1.33], [2.46, 2.16, 0.36], [3.10, -1.51, 0.09], [-0.90, 1.81, 0.02], [3.21, 1.57, -1.23], [-1.61, -0.63, 2.16], [2.79, 1.28, -0.24], [2.60, -1.10, -0.86], [-4.58, -0.22, -0.64], [-0.14, -1.52, -0.22], [-3.16, -1.14, -1.04], [-3.78, -1.16, 0.75], [-1.44, 2.24, 0.72], [-0.80, 2.32, -0.80], [1.86, -1.81, -1.37], [-1.53, -2.04, 1.63], [-0.91, -1.29, 1.71], [-3.63, -0.53, -0.15], [1.36, -0.52, 1.49], [-0.39, -0.80, 0.47], [3.61, 0.87, 0.39], [0.49, 0.94, 0.83], [-1.47, 0.29, -1.35], [1.76, 0.15, -0.49], [-1.54, 0.50, -0.33], [0.83, -0.03, 0.73], [3.39, -0.72, -1.55], [-2.75, 0.47, 0.27]], "total_charge": 1, "e_homo_ev": [-7.038, -14.134], "multiplicity": 3, "relative_energy_ev": 2.683, "homo_lumo_gap_ev": [3.84, 7.91]}

---

For each record above, in turn, the calculated M values are 764.54, 110.11, 118.10, 97.12, 102.16, 116.14, 1912.60, 148.23 g mol⁻¹.